## P
Computed, not measured: C2H4NO2 as an isolated structure, with ωB97M-V with the def2-TZVPD basis set.

Geometry as ORCA input:
```
! RIJCOSX wB97M-V def2-TZVPD def2/J DEFGRID3
* xyz -1 1
O 1.35 -0.94 -0.86
O -1.78 2.60 -0.13
N -0.72 2.18 -0.64
C 0.94 -0.15 0.30
C -0.20 0.68 0.28
H -0.66 1.01 1.26
H 1.92 0.24 0.71
H 1.29 -0.57 -1.77
H -1.08 0.03 -0.10
*
```

Properties
Orbital gap (spin up / spin down) ... 5.9 / 5.9 eV
LUMO (spin up / spin down) ... 0.164 / 0.164 Ha



## Q
Computed, not measured: an isolated ion of composition C2H4NO2 and charge -1, with ωB97M-V with the def2-TZVPD basis set.

Geometry as ORCA input:
```
! RIJCOSX wB97M-V def2-TZVPD def2/J DEFGRID3
* xyz -1 1
O 0.93 -1.15 -0.01
O -2.36 0.46 0.20
N -1.41 -0.32 -0.45
C -0.12 -0.27 0.38
C 1.21 0.23 0.00
H -0.38 -0.31 1.43
H 1.37 0.67 -0.98
H 1.92 0.52 0.77
H -1.17 0.17 -1.34
*
```

Properties
Orbital gap ... 5.5 eV
SMILES ... [O-]N[C@@H]1CO1
LUMO ... 0.155 Ha



Question: which arrangement is favored energetically? Ranking from most to least stable: Q, P.